No. 1
# C7H15N2P

2 unconnected molecules or ions with the total composition C7H15N2P at a distorted geometry (ωB97M-V with the def2-TZVPD basis set, the Open Molecules 2025 dataset).

HOMO energy (spin up / spin down) = -0.2482 / -0.2482 hartree
relative energy (zero: lowest compared OMol25 entry of this formula, charge and spin) = 330.8 kJ/mol
net charge = 0
E = -726.37103 Ha
LUMO level (spin up / spin down) = 0.3 / 0.3 eV

Positions of all 25 atoms, in Å:
1 C 0.57 2.51 1.22
2 C -1.07 -2.19 -2.03
3 C 1.27 3.73 0.83
4 C -1.99 -2.56 -3.22
5 C 1.73 -1.11 -0.15
6 C -0.97 0.39 2.13
7 C 0.56 -1.03 0.86
8 N 0.97 1.32 1.00
9 N 0.30 0.23 1.45
10 P -1.70 -1.66 -0.55
11 H -0.50 2.56 1.56
12 H -0.10 -2.48 -2.27
13 H 0.70 4.37 0.22
14 H 2.30 3.50 0.39
15 H 1.45 4.31 1.71
16 H -3.04 -2.38 -3.02
17 H -1.89 -3.70 -3.26
18 H -1.45 -2.13 -4.11
19 H 1.55 -0.15 -0.76
20 H 2.66 -0.85 0.47
21 H 1.63 -2.09 -0.70
22 H -1.15 -0.74 2.32
23 H -0.83 0.97 3.03
24 H -1.58 1.00 1.29
25 H 0.59 -1.82 1.60



No. 2
# C7H15N2S

A gas-phase ion, C7H15N2S (charge +1) at a distorted geometry (ωB97M-V with the def2-TZVPD basis set, the Open Molecules 2025 dataset).

SMILES = CS[C@H]1[C@@H]2N(C)CC[N@@+]21C
HOMO energy = -0.4581 hartree
relative energy (zero: lowest compared OMol25 entry of this formula, charge and spin) = 356.8 kJ/mol
net charge = +1
E = -783.06706 Ha
LUMO level = -2.4 eV

Positions of all 25 atoms, in Å:
1 C -1.40 0.55 1.24
2 C -1.64 0.36 -0.30
3 C 0.64 0.68 0.26
4 C 0.51 -0.76 -0.28
5 C 0.17 2.36 1.97
6 C -0.44 0.31 -2.37
7 C 2.07 -3.11 -0.37
8 N -0.08 1.09 1.28
9 N -0.29 0.27 -0.93
10 S 1.71 -1.67 -1.39
11 H -2.21 1.12 1.67
12 H -1.49 -0.46 1.76
13 H -2.20 -0.55 -0.56
14 H -2.14 1.25 -0.78
15 H 1.64 1.09 0.33
16 H -0.15 -1.46 0.38
17 H -0.51 3.14 1.63
18 H -0.11 2.25 3.07
19 H 1.17 2.66 2.06
20 H -1.47 -0.01 -2.69
21 H -0.22 1.31 -2.72
22 H 0.21 -0.32 -2.89
23 H 2.59 -3.88 -0.83
24 H 1.01 -3.31 -0.05
25 H 2.64 -2.91 0.51



No. 3
# C7H15N4

A gas-phase ion, C7H15N4 (charge +1) at a distorted geometry (ωB97M-V with the def2-TZVPD basis set, the Open Molecules 2025 dataset).

SMILES = CC[C@]12NCN[C@H]1C=NC[NH2+]2
HOMO energy = -0.4927 hartree
relative energy (zero: lowest compared OMol25 entry of this formula, charge and spin) = 178.8 kJ/mol
net charge = +1
E = -494.44195 Ha
LUMO level = -2.9 eV

Positions of all 26 atoms, in Å:
1 C 0.41 -2.15 0.77
2 C 1.86 -1.13 -0.82
3 C -2.52 -0.22 -0.26
4 C -0.58 -1.06 0.73
5 C -0.14 0.24 -0.04
6 C 1.07 2.52 0.18
7 C 0.75 1.16 0.94
8 N 1.48 -2.15 0.12
9 N -1.77 -1.45 -0.01
10 N -1.38 0.72 -0.51
11 N 0.64 -0.32 -1.19
12 H 0.11 -3.00 1.42
13 H 2.72 -0.62 -0.42
14 H 2.32 -1.67 -1.66
15 H -3.14 -0.25 -1.14
16 H -3.10 0.26 0.55
17 H -0.94 -0.64 1.64
18 H 1.69 2.49 -0.64
19 H 1.48 3.17 0.99
20 H 0.06 3.02 -0.15
21 H 0.08 1.55 1.71
22 H 1.70 0.65 1.21
23 H -2.40 -2.07 0.49
24 H -1.53 1.67 -0.21
25 H 1.13 0.25 -1.88
26 H 0.02 -0.97 -1.83



No. 4
# C7H15N4

A molecular structure, C7H15N4 at a distorted geometry (ωB97M-V with the def2-TZVPD basis set, the Open Molecules 2025 dataset).

HOMO energy (spin up / spin down) = -0.4478 / -0.4478 hartree
relative energy (zero: lowest compared OMol25 entry of this formula, charge and spin) = 470.9 kJ/mol
net charge = +1
E = -494.33069 Ha
LUMO level (spin up / spin down) = -4.4 / -4.4 eV

Positions of all 26 atoms, in Å:
1 C 0.79 -0.65 0.49
2 C 3.13 -0.13 1.39
3 C 3.24 -1.24 0.43
4 C 2.11 -0.22 0.25
5 C -2.51 -0.25 -1.70
6 C -2.60 1.16 0.39
7 C -1.93 -0.02 -0.31
8 N -0.32 2.15 -1.75
9 N 0.05 1.18 -1.07
10 N -0.53 0.29 -0.46
11 N 0.33 -1.42 1.42
12 H 2.77 -0.33 2.39
13 H 3.83 0.69 1.34
14 H 4.01 -1.21 -0.32
15 H 2.97 -2.24 0.74
16 H 2.20 0.50 -0.56
17 H -2.36 0.64 -2.31
18 H -2.03 -1.09 -2.19
19 H -3.57 -0.44 -1.64
20 H -2.48 2.06 -0.21
21 H -2.17 1.33 1.38
22 H -3.66 0.97 0.50
23 H -2.04 -0.93 0.29
24 H 0.49 2.67 -2.12
25 H 0.92 -1.79 2.17
26 H -0.64 -1.68 1.45



No. 5
# C7H15N4O

2 unconnected molecules or ions with the total composition C7H15N4O at a distorted geometry (ωB97M-V with the def2-TZVPD basis set, the Open Molecules 2025 dataset).

HOMO energy = -0.4515 hartree
relative energy (zero: lowest compared OMol25 entry of this formula, charge and spin) = 318.5 kJ/mol
net charge = +1
E = -569.62965 Ha
LUMO level = -2.5 eV

Positions of all 27 atoms, in Å:
1 C -3.11 -0.85 -0.25
2 C -3.52 0.45 -0.08
3 C -1.70 -1.09 0.28
4 C 3.49 0.28 -1.22
5 C 2.85 -0.25 1.35
6 C -0.52 0.88 -0.38
7 C 2.59 -0.48 -0.16
8 N -1.32 -0.30 1.36
9 N -1.36 1.06 0.74
10 N -0.77 -0.50 -0.77
11 N -2.64 1.35 0.35
12 O 1.66 -1.14 -0.62
13 H -3.69 -1.65 -0.57
14 H -4.47 0.89 -0.47
15 H -1.39 -2.16 0.26
16 H 3.38 1.26 -1.10
17 H 3.25 -0.13 -2.24
18 H 4.56 0.11 -0.86
19 H 3.58 0.53 1.53
20 H 3.33 -1.20 1.53
21 H 1.94 0.02 1.95
22 H -0.79 1.61 -1.22
23 H 0.08 -1.09 -0.78
24 H -1.88 -0.25 2.29
25 H -1.14 -0.51 -1.69
26 H -2.94 2.20 0.85
27 H 0.53 0.98 -0.09



No. 6
# C7H15N4O2

2 unconnected molecules or ions with the total composition C7H15N4O2 at a distorted geometry (ωB97M-V with the def2-TZVPD basis set, the Open Molecules 2025 dataset).

HOMO energy (spin up / spin down) = -0.4481 / -0.4482 hartree
relative energy (zero: lowest compared OMol25 entry of this formula, charge and spin) = 556.3 kJ/mol
net charge = +1
E = -644.81099 Ha
LUMO level (spin up / spin down) = -4.6 / -4.6 eV

Positions of all 28 atoms, in Å:
1 C 0.89 0.92 -1.06
2 C -0.52 -2.33 1.85
3 C -0.02 -2.41 0.43
4 C -0.06 -1.02 2.70
5 C -0.22 -1.06 -0.41
6 C -0.55 0.33 2.21
7 C 0.68 0.05 0.09
8 N -1.62 3.68 -3.81
9 N -1.62 2.80 -3.15
10 N 1.83 0.64 -2.00
11 N 0.20 1.98 -1.15
12 O 0.27 0.89 1.13
13 O 0.19 2.82 -2.16
14 H -1.65 -2.49 1.85
15 H -0.35 -3.34 2.41
16 H 0.99 -2.70 0.30
17 H -0.61 -3.33 -0.01
18 H -0.42 -1.21 3.73
19 H 1.07 -0.99 2.84
20 H -0.02 -1.38 -1.47
21 H -1.35 -0.91 -0.44
22 H -1.52 0.32 1.75
23 H -0.47 1.10 2.97
24 H 1.71 -0.36 0.25
25 H -1.22 4.62 -3.97
26 H 2.30 -0.30 -1.90
27 H 2.24 1.31 -2.69
28 H -0.18 2.37 -0.27



No. 7
# C7H15NO

3 unconnected molecules or ions with the total composition C7H15NO at a distorted geometry (ωB97M-V with the def2-TZVPD basis set, the Open Molecules 2025 dataset).

HOMO energy = -0.2321 hartree
relative energy (zero: lowest compared OMol25 entry of this formula, charge and spin) = 595.3 kJ/mol
net charge = 0
E = -405.51058 Ha
LUMO level = 0.8 eV

Positions of all 24 atoms, in Å:
1 C -0.03 -0.57 -0.31
2 C 1.39 0.82 0.68
3 C -0.35 0.68 -0.83
4 C -0.82 -1.21 0.79
5 C 2.69 0.11 0.37
6 N 1.06 0.81 2.08
7 C -2.02 -0.01 -1.88
8 C -3.21 0.35 -1.44
9 O 0.63 -1.41 -1.14
10 H 0.76 -2.26 -0.72
11 H 1.45 1.86 0.32
12 H 1.79 0.45 2.69
13 H 0.75 1.71 2.41
14 H -0.91 1.36 -0.20
15 H 0.21 1.04 -1.67
16 H -1.91 -0.50 -2.85
17 H -0.81 -2.29 0.72
18 H -0.40 -0.92 1.76
19 H -1.86 -0.88 0.81
20 H 3.54 0.56 0.91
21 H 2.91 0.16 -0.70
22 H 2.64 -0.93 0.68
23 H -4.15 0.22 -1.99
24 H -3.34 0.84 -0.47



No. 8
# C7H15NO

A molecular structure, C7H15NO at a distorted geometry (ωB97M-V with the def2-TZVPD basis set, the Open Molecules 2025 dataset).

HOMO energy = -0.2903 hartree
relative energy (zero: lowest compared OMol25 entry of this formula, charge and spin) = 280.4 kJ/mol
net charge = 0
E = -405.63049 Ha
LUMO level = 0.7 eV

Positions of all 24 atoms, in Å:
1 C 1.31 0.00 -0.17
2 C -1.16 -0.73 0.19
3 C -0.59 0.55 0.01
4 C 1.58 -1.46 -0.50
5 C 1.75 0.89 -1.33
6 C 1.98 0.41 1.13
7 C -3.10 -0.28 0.04
8 N -3.71 0.60 0.88
9 O -3.72 -0.87 -0.82
10 H -3.19 1.20 1.49
11 H -4.72 0.67 0.86
12 H -1.14 -1.41 -0.66
13 H -0.99 -1.22 1.15
14 H -0.88 1.06 -0.91
15 H -0.59 1.20 0.89
16 H 1.06 -1.78 -1.40
17 H 1.31 -2.12 0.33
18 H 2.66 -1.63 -0.68
19 H 1.58 1.95 -1.11
20 H 1.22 0.64 -2.25
21 H 2.82 0.78 -1.53
22 H 1.66 -0.22 1.96
23 H 3.08 0.30 1.06
24 H 1.79 1.45 1.38



No. 9
# C7H15NO

A molecular structure, C7H15NO at a distorted geometry (ωB97M-V with the def2-TZVPD basis set, the Open Molecules 2025 dataset).

HOMO energy = -0.3037 hartree
relative energy (zero: lowest compared OMol25 entry of this formula, charge and spin) = 434.3 kJ/mol
net charge = 0
E = -405.57188 Ha
LUMO level = 0.8 eV

Positions of all 24 atoms, in Å:
1 C 0.80 -0.53 0.11
2 C -1.66 -0.89 0.10
3 C -0.32 0.36 -1.84
4 C 0.91 -0.62 1.62
5 C -2.76 0.07 0.47
6 N -0.23 0.20 -0.39
7 C 2.12 0.79 -0.38
8 C 2.18 2.02 0.09
9 O 1.18 -1.67 -0.57
10 H 1.11 -2.44 0.00
11 H -1.86 -1.48 -0.80
12 H -1.41 -1.57 0.91
13 H 2.86 0.36 -1.05
14 H -0.06 -0.54 -2.40
15 H -1.35 0.63 -2.08
16 H 0.32 1.18 -2.13
17 H 1.97 -0.58 1.89
18 H 0.50 -1.56 1.99
19 H 0.39 0.21 2.08
20 H -2.98 0.76 -0.34
21 H -2.47 0.66 1.34
22 H -3.68 -0.46 0.72
23 H 1.40 2.42 0.74
24 H 3.04 2.67 -0.06



No. 10
# C7H15NO

2 unconnected molecules or ions with the total composition C7H15NO at a distorted geometry (ωB97M-V with the def2-TZVPD basis set, the Open Molecules 2025 dataset).

HOMO energy = -0.2821 hartree
relative energy (zero: lowest compared OMol25 entry of this formula, charge and spin) = 438.2 kJ/mol
net charge = 0
E = -405.57041 Ha
LUMO level = 0.9 eV

Positions of all 24 atoms, in Å:
1 C 0.81 -0.71 -0.17
2 C -1.22 -0.16 -0.61
3 C 0.67 -1.40 1.17
4 C 1.31 -1.58 -1.29
5 C -2.52 0.28 0.06
6 N 1.38 0.54 -0.08
7 C 0.60 1.51 0.57
8 C 0.99 2.39 1.48
9 O -1.09 0.43 -1.90
10 H -0.93 1.38 -1.76
11 H 1.87 0.86 -0.90
12 H -1.35 -1.23 -0.83
13 H -0.52 1.06 0.28
14 H 0.31 -0.71 1.93
15 H -0.01 -2.25 1.09
16 H 1.64 -1.79 1.49
17 H 0.48 -1.95 -1.89
18 H 1.96 -1.03 -1.97
19 H 1.86 -2.46 -0.96
20 H -2.60 -0.13 1.07
21 H -3.38 -0.06 -0.53
22 H -2.58 1.37 0.13
23 H 0.28 3.08 1.90
24 H 2.03 2.56 1.73



No. 11
# C7H15NO3P

A gas-phase ion, C7H15NO3P (charge -1) at a distorted geometry (ωB97M-V with the def2-TZVPD basis set, the Open Molecules 2025 dataset).

HOMO energy (spin up / spin down) = -0.1016 / -0.1128 hartree
relative energy (zero: lowest compared OMol25 entry of this formula, charge and spin) = 462.9 kJ/mol
net charge = -1
E = -897.55692 Ha
LUMO level (spin up / spin down) = 3.4 / 3.4 eV

Positions of all 27 atoms, in Å:
1 C -2.43 0.64 -0.22
2 C -1.77 -0.74 -0.16
3 C -1.79 1.57 0.85
4 C -0.47 -0.72 -0.99
5 C -0.38 1.95 0.51
6 C 0.79 -0.11 -0.30
7 C 1.35 -1.98 1.44
8 N 1.40 -0.61 0.80
9 O 3.17 1.25 -0.18
10 O 2.82 -0.83 -1.61
11 O 1.87 1.43 -2.39
12 P 2.19 0.69 -1.15
13 H -2.24 1.03 -1.23
14 H -3.52 0.54 -0.18
15 H -1.52 -0.89 0.96
16 H -2.43 -1.55 -0.51
17 H -2.33 2.51 0.82
18 H -2.01 1.10 1.91
19 H -0.21 -1.70 -1.23
20 H -0.62 -0.06 -1.85
21 H -0.16 2.64 -0.32
22 H 0.12 2.20 1.42
23 H 1.98 -2.07 2.20
24 H 0.29 -2.14 1.85
25 H 1.61 -2.89 0.72
26 H 2.32 -0.22 0.85
27 H 1.99 -1.03 -2.02



No. 12
# C7H15NO4S

A molecular structure, C7H15NO4S at a distorted geometry (ωB97M-V with the def2-TZVPD basis set, the Open Molecules 2025 dataset).

HOMO energy = -0.3402 hartree
relative energy (zero: lowest compared OMol25 entry of this formula, charge and spin) = 357.8 kJ/mol
net charge = 0
E = -1029.47058 Ha
LUMO level = 0.5 eV

Positions of all 28 atoms, in Å:
1 C -2.68 -1.47 -1.23
2 C -2.07 -0.87 -0.22
3 C -1.86 -1.77 0.98
4 C 2.47 1.88 0.45
5 C -1.65 0.56 -0.08
6 C 1.94 1.46 -0.96
7 C 1.06 0.23 -0.81
8 N -0.27 0.80 0.51
9 O 3.35 -1.29 -0.22
10 O 1.15 -2.39 -0.49
11 O 1.74 -1.07 1.51
12 O 0.39 -0.19 -1.87
13 S 1.91 -1.23 -0.09
14 H -2.88 -0.95 -2.22
15 H -2.96 -2.46 -1.24
16 H -0.90 -1.62 1.43
17 H -1.83 -2.74 0.80
18 H -2.61 -1.46 1.66
19 H 3.13 1.31 1.05
20 H 3.07 2.74 0.26
21 H 1.65 2.02 1.17
22 H -1.63 1.01 -1.08
23 H -2.15 0.95 0.77
24 H 2.73 1.24 -1.55
25 H 1.48 2.18 -1.50
26 H 2.50 -1.43 2.01
27 H -0.27 0.16 1.27
28 H 0.05 -1.00 -1.48